<w>
Formula: C2H6N2OS
Source: the Open Molecules 2025 dataset
Level of theory: ωB97M-V/def2-TZVPD

Properties
Multiplicity: 1
Orbital gap (eV): 9.873
SMILES string: [H]/N=C(/NO)SC

Atoms and positions in Å:
C  -0.284  1.539  -1.404
C  0.338  -0.404  0.413
H  0.035  1.028  -2.296
H  -1.305  1.296  -1.179
H  -0.266  2.649  -1.646
H  -0.276  -1.117  -1.325
H  0.298  -0.089  2.432
H  -0.168  -2.257  1.373
N  -0.170  -1.292  -0.297
N  0.700  -0.687  1.737
O  0.334  -1.961  2.155
S  0.763  1.296  0.036

Computed Löwdin charges, given in elementary charges: -0.4319 -0.7594 0.0255 0.0300 0.0597 0.0810 0.1117 0.0589 0.0908 -0.0964 -0.0562 0.8863

***

<x>
Formula: C2H6N2OS
Source: the Open Molecules 2025 dataset
Level of theory: ωB97M-V/def2-TZVPD

Properties
Multiplicity: 1
Orbital gap (eV): 9.924
SMILES string: [H]/N=C(\CO)NS

Atoms and positions in Å:
C  -0.742  -1.100  0.376
C  0.247  -0.178  -0.348
H  -1.940  0.281  1.062
H  -0.140  -1.924  0.800
H  -1.445  -1.563  -0.325
H  0.320  -1.288  -1.773
H  0.395  1.021  1.294
H  2.301  2.173  -0.794
N  0.783  -0.439  -1.460
N  0.559  1.011  0.289
O  -1.366  -0.384  1.428
S  1.027  2.391  -0.550

Computed Löwdin charges, given in elementary charges: -0.1799 -0.5322 0.0866 0.1333 0.1226 0.0440 0.0901 -0.1682 0.1152 -0.4112 -0.0641 0.7637

***

Which of them is the most stable? Correct choice: <x>.

***

<w>
Formula: C4H7N2S2
Source: the Open Molecules 2025 dataset
Level of theory: ωB97M-V/def2-TZVPD

Properties
Multiplicity: 1
Orbital gap (spin up / spin down) (eV): 7.318 / 7.323
Total charge: +1

Atoms and positions in Å:
C  1.319  -0.835  1.341
C  -0.860  -0.544  0.232
C  2.245  0.208  0.693
C  -2.327  -0.621  -2.011
N  0.041  -0.916  0.949
N  0.335  1.944  0.947
S  1.446  1.427  1.826
S  -2.265  -0.050  -0.317
H  1.815  -1.763  1.704
H  3.399  0.136  0.770
H  1.993  0.508  -0.366
H  -3.289  -0.974  -2.419
H  -1.504  -1.347  -2.293
H  -1.950  0.356  -2.543
H  -0.398  2.470  1.487

Computed Löwdin charges, given in elementary charges: -0.2581 -0.4535 -0.3319 -0.3515 0.0347 -0.3444 1.0379 1.0240 0.1331 0.1303 0.1037 0.0617 0.0777 0.0824 0.0538

***

<x>
Formula: C4H7N2S2
Source: the Open Molecules 2025 dataset
Level of theory: ωB97M-V/def2-TZVPD

Properties
Multiplicity: 1
Orbital gap (eV): 6.939
Total charge: +1

Atoms and positions in Å:
C  0.091  3.003  0.199
C  0.891  2.378  1.119
C  -0.225  -1.935  -0.176
C  -0.814  2.295  -0.450
N  -0.530  -2.895  0.695
N  0.178  -2.328  -1.297
S  0.681  0.708  1.217
S  -0.899  0.547  -0.089
H  0.300  4.055  0.012
H  1.668  2.964  1.462
H  -1.257  2.714  -1.366
H  -0.803  -2.696  1.677
H  -0.149  -3.852  0.563
H  0.271  -1.688  -2.071
H  0.596  -3.271  -1.493

Computed Löwdin charges, given in elementary charges: -0.2715 -0.3945 -0.4907 -0.3612 0.0669 0.0779 0.8165 0.7552 0.1372 0.0774 0.1087 0.1131 0.1160 0.1017 0.1474

***

Which of them is the most stable? Correct choice: <x>.

***

<w>
Formula: C8H10
Source: the Open Molecules 2025 dataset
Level of theory: ωB97M-V/def2-TZVPD

Properties
Multiplicity: 1
Orbital gap (eV): 10.010
SMILES string: CCc1ccccc1

Atoms and positions in Å:
C  2.410  -0.479  1.400
C  1.766  -0.945  0.114
C  -0.688  -0.763  0.592
C  0.406  -0.290  -0.117
C  0.244  0.694  -1.075
C  -1.003  1.344  -1.141
C  -2.118  0.826  -0.512
C  -1.940  -0.195  0.412
H  2.582  -1.275  2.122
H  3.339  0.080  1.334
H  1.723  0.147  1.983
H  1.557  -2.017  0.082
H  2.314  -0.810  -0.817
H  -0.584  -1.522  1.351
H  0.823  0.754  -1.992
H  -1.028  2.357  -1.523
H  -3.073  1.315  -0.637
H  -2.774  -0.414  1.064

Computed Löwdin charges, given in elementary charges: -0.0970 -0.2095 -0.0557 -0.2603 -0.0452 -0.0924 -0.1005 -0.0867 0.0665 0.0681 0.0768 0.1064 0.1035 0.1135 0.1144 0.1002 0.0978 0.1001

***

<x>
Formula: C8H10
Source: the Open Molecules 2025 dataset
Level of theory: ωB97M-V/def2-TZVPD

Properties
Multiplicity: 1
Orbital gap (eV): 10.162
SMILES string: CCc1ccccc1

Atoms and positions in Å:
C  -0.982  1.951  -1.151
C  -0.508  1.708  0.237
C  1.156  0.019  -0.198
C  -0.095  0.257  0.429
C  -0.758  -0.788  0.995
C  -0.227  -2.090  1.069
C  0.965  -2.349  0.469
C  1.590  -1.336  -0.194
H  -0.814  2.946  -1.676
H  -2.031  1.569  -1.262
H  -0.317  1.324  -1.846
H  0.355  2.465  0.417
H  -1.135  2.139  0.997
H  1.503  0.703  -0.946
H  -1.739  -0.626  1.375
H  -0.698  -2.936  1.592
H  1.411  -3.299  0.505
H  2.325  -1.656  -0.813

Computed Löwdin charges, given in elementary charges: -0.1365 -0.2544 -0.0153 -0.2415 -0.0458 -0.0768 -0.1182 -0.0759 0.0901 0.0877 0.0841 0.1369 0.0942 0.1005 0.1009 0.1119 0.0923 0.0659

***

Which of them is the most stable? Correct choice: <w>.

***

<w>
Formula: CH14Na4O10
Source: the Open Molecules 2025 dataset
Level of theory: ωB97M-V/def2-TZVPD

Properties
Multiplicity: 1
Orbital gap (eV): 8.407
Total charge: +2

Atoms and positions in Å:
Na  -1.462  1.525  3.420
Na  1.686  0.325  2.717
Na  1.012  -3.303  -0.667
Na  -2.960  -2.243  -0.833
C  0.122  -0.668  0.608
O  -0.730  -1.417  -0.021
O  -0.297  0.420  1.251
O  1.381  -0.918  0.600
O  -3.359  -0.448  0.854
H  -3.658  -0.346  1.762
H  -2.375  -0.407  0.887
O  4.327  -0.316  0.865
H  4.649  -0.691  1.694
H  3.440  -0.671  0.732
O  2.818  -1.542  -1.827
H  2.437  -1.147  -1.024
H  2.540  -0.945  -2.532
O  -2.280  2.931  1.587
H  -1.590  2.810  0.914
H  -2.810  3.671  1.261
O  -0.030  -2.412  -2.927
H  -0.050  -1.472  -2.692
H  -0.937  -2.718  -2.843
O  1.563  2.304  -0.063
H  0.941  1.624  0.237
H  1.312  2.503  -0.973
O  -1.746  1.441  -1.254
H  -2.656  1.121  -1.198
H  -1.286  0.987  -0.532

Computed Löwdin charges, given in elementary charges: 0.7914 0.7793 0.7255 0.7889 -0.8088 -0.1143 -0.1812 -0.1047 -0.0569 0.0604 0.0063 -0.0283 0.0450 -0.0230 -0.0333 -0.0113 0.0622 -0.0560 0.0424 0.0830 -0.0245 0.0578 0.0341 -0.0424 -0.0284 0.0546 -0.0367 0.0401 -0.0213

***

<x>
Formula: CH14Na4O10
Source: the Open Molecules 2025 dataset
Level of theory: ωB97M-V/def2-TZVPD

Properties
Multiplicity: 1
Orbital gap (eV): 8.059
Total charge: +2

Atoms and positions in Å:
Na  -7.433  5.758  -15.824
Na  -11.965  3.342  -13.283
Na  -10.435  6.857  -13.708
Na  -7.373  2.202  -15.556
C  -9.881  3.790  -15.425
O  -10.891  4.594  -15.291
O  -9.598  2.964  -14.471
O  -9.032  3.916  -16.408
O  -13.242  2.965  -15.667
H  -13.925  3.426  -16.167
H  -12.450  3.516  -15.786
O  -12.057  7.103  -15.317
H  -11.913  6.249  -15.761
H  -12.665  7.596  -15.879
O  -10.817  5.735  -18.263
H  -11.629  5.320  -17.960
H  -10.117  5.205  -17.863
O  -10.657  0.309  -15.954
H  -10.546  1.109  -15.427
H  -11.223  -0.264  -15.426
O  -9.530  1.004  -12.391
H  -9.338  1.587  -13.136
H  -10.456  0.771  -12.503
O  -7.454  5.466  -18.166
H  -8.016  4.704  -17.954
H  -7.621  5.604  -19.108
O  -9.199  2.894  -19.087
H  -9.393  1.973  -19.291
H  -9.189  2.967  -18.127

Computed Löwdin charges, given in elementary charges: 0.7899 0.7637 0.8145 0.8284 -0.8087 -0.1290 -0.1217 -0.1599 -0.0366 0.0662 -0.0088 -0.0731 0.0120 0.0866 -0.0304 0.0340 -0.0182 -0.0369 -0.0188 0.0529 -0.0385 -0.0264 0.0306 -0.0534 -0.0125 0.0936 -0.0342 0.0594 -0.0246

***

Which of them is the most stable? Correct choice: <w>.

***

<w>
Formula: C4H8N2
Source: the Open Molecules 2025 dataset
Level of theory: ωB97M-V/def2-TZVPD

Properties
Multiplicity: 1
Orbital gap (eV): 12.397
Total charge: +2
SMILES string: [NH3+]C#C[NH+]1CC1

Atoms and positions in Å:
C  0.338  0.198  0.328
C  1.529  0.048  0.202
C  -1.931  -0.874  0.048
C  -1.959  0.529  -0.343
N  -0.980  0.274  0.637
N  2.857  -0.125  -0.020
H  -2.777  -1.224  0.700
H  -1.498  -1.619  -0.647
H  -1.692  1.041  -1.413
H  -2.752  1.098  0.114
H  -0.992  0.272  1.658
H  3.317  0.739  -0.156
H  3.096  -0.473  -0.946
H  3.241  -0.702  0.715

Computed Löwdin charges, given in elementary charges: 0.0675 0.0542 0.1050 -0.0727 0.0065 0.2819 0.1723 0.1583 0.2329 0.1454 0.2297 0.1899 0.2170 0.2119

***

<x>
Formula: C4H8N2
Source: the Open Molecules 2025 dataset
Level of theory: ωB97M-V/def2-TZVPD

Properties
Multiplicity: 1
Orbital gap (eV): 11.194
Total charge: +2
SMILES string: CC1=[N+]=C1C[NH3+]

Atoms and positions in Å:
C  1.538  0.510  0.271
C  0.147  0.014  0.261
C  2.596  1.330  -0.050
C  -1.333  0.052  -0.084
N  1.099  -0.578  0.939
N  -1.965  -1.099  0.614
H  2.490  2.021  -0.799
H  3.574  0.770  0.198
H  2.643  1.886  0.821
H  -1.395  0.211  -1.153
H  -1.937  1.012  0.202
H  -2.847  -1.522  0.306
H  -2.065  -0.717  1.569
H  -1.271  -1.891  0.628

Computed Löwdin charges, given in elementary charges: -0.0278 0.0198 0.0788 -0.0345 0.3277 0.2235 0.1079 0.1997 0.1320 0.1571 0.2132 0.2038 0.1973 0.2018

***

Which of them is the most stable? Correct choice: <x>.

***

<w>
Formula: CH2FNO2
Source: the Open Molecules 2025 dataset
Level of theory: ωB97M-V/def2-TZVPD

Properties
Multiplicity: 1
Orbital gap (eV): 10.617
SMILES string: O=CN(O)F

Atoms and positions in Å:
C  0.068  1.035  0.294
N  -0.127  -0.166  -0.349
O  0.530  2.044  -0.105
O  -0.530  -1.336  0.233
F  0.166  -0.301  -1.720
H  -0.264  0.771  1.419
H  0.157  -2.048  0.228

Computed Löwdin charges, given in elementary charges: -0.3326 -0.1418 0.0860 0.0403 0.0251 0.1800 0.1429

***

<x>
Formula: CH2FNO2
Source: the Open Molecules 2025 dataset
Level of theory: ωB97M-V/def2-TZVPD

Properties
Multiplicity: 1
Orbital gap (eV): 10.739
SMILES string: O=CN(O)F

Atoms and positions in Å:
C  -1.370  -0.543  -0.015
N  -0.604  0.552  -0.043
O  -2.574  -0.620  0.052
O  0.762  0.473  0.002
F  -1.120  1.875  -0.041
H  -0.786  -1.561  -0.310
H  0.870  0.151  0.891

Computed Löwdin charges, given in elementary charges: -0.3364 -0.1340 0.0402 0.0826 0.0478 0.1907 0.1092

***

Which of them is the most stable? Correct choice: <w>.